2 unconnected molecules or ions with the total composition C17H25N3O4. Source: the OMol25 dataset; level of theory: ωB97M-V with the def2-TZVPD basis set.

Computed properties:
HOMO-LUMO gap ... 8.5 eV
ΔE to the lowest compared entry with this formula, charge and spin ... 0.0 kcal/mol
SMILES string ... N[C@@H](Cc1c[nH]c2ccccc12)C(=O)O.CC(C)C[C@H](N)C(=O)O
Strongest force on any atom ... 0.5 eV Å⁻¹

Last column: natural (NBO) charge in e.
Atoms and positions in Å:
C 4.7485 1.5238 -1.4689  -0.1597
C 5.2823 2.9487 -1.4155  0.7766
C 3.3431 1.5238 -2.0892  -0.3883
C 3.1987 2.2105 -3.4539  -0.2227
C 1.7528 2.0839 -3.9367  -0.5983
C 4.1705 1.6469 -4.4919  -0.6162
C -5.4683 -2.5343 1.8323  -0.1522
C -6.0792 -3.7636 1.1643  0.7746
C -3.9486 -2.6979 1.9743  -0.4139
C -3.2238 -1.4525 2.3972  -0.1253
C -3.6826 -0.4031 3.1417  -0.0163
C -1.8518 -1.1466 2.0688  -0.0257
C -1.5516 0.1066 2.6446  0.1150
C -0.8555 -1.8157 1.3409  -0.2219
C -0.2949 0.7061 2.5134  -0.2398
C 0.3893 -1.2285 1.2081  -0.2277
C 0.6661 0.0231 1.7904  -0.2199
H 5.6289 0.7786 0.2203  0.3609
H 4.1393 1.3888 0.4661  0.3615
H 5.4328 0.9740 -2.1227  0.2175
H 3.0393 0.4722 -2.1670  0.2197
H 2.6546 1.9953 -1.3736  0.2071
H 3.4210 3.2814 -3.3312  0.1962
H 1.0463 2.4916 -3.2051  0.2082
H 1.4916 1.0304 -4.1029  0.2019
H 1.6047 2.6165 -4.8824  0.2092
H 3.9746 2.0803 -5.4784  0.2111
H 4.0582 0.5592 -4.5794  0.1988
H 5.2089 1.8697 -4.2285  0.2235
H 5.1854 4.5244 -0.4150  0.4976
H -5.9036 -3.0233 3.7453  0.3607
H -7.1029 -2.2477 2.9944  0.3703
H -5.6526 -1.6890 1.1583  0.2200
H -3.5489 -3.0293 1.0074  0.2329
H -3.7544 -3.5198 2.6811  0.2099
H -4.6591 -0.2673 3.5846  0.2378
H -2.7765 1.4009 3.7962  0.4102
H -1.0591 -2.7823 0.8891  0.2100
H -0.0804 1.6729 2.9612  0.2115
H 1.1691 -1.7367 0.6458  0.2135
H 1.6542 0.4614 1.6701  0.2095
H -6.0120 -4.7958 -0.3916  0.4971
N 4.6981 0.8426 -0.1835  -0.8090
N -6.0926 -2.2481 3.1129  -0.8186
N -2.6857 0.5370 3.2918  -0.5273
O 6.0074 3.4624 -2.2351  -0.5985
O 4.8226 3.6263 -0.3399  -0.6963
O -6.9521 -4.4478 1.6430  -0.6016
O -5.5522 -4.0097 -0.0510  -0.6835